1.
Entry from OMol25: a cluster of 5 separate species, C33H77FN5O8PS3 in total (the ωB97M-V functional and the def2-TZVPD basis).

The geometry in XYZ format:
```
128
C33H77FN5O8PS3 | OMol25 | the ωB97M-V functional and the def2-TZVPD basis
C -0.846 -0.378 1.644
C -0.893 -1.112 3.115
C -2.235 -2.050 3.353
C -2.045 -3.581 2.779
N -2.970 -3.764 1.596
C -3.938 -4.944 1.818
C -5.236 -4.607 0.819
C -6.353 -5.807 0.852
C -7.839 -5.364 1.382
C -8.601 -4.251 0.420
C -10.213 -4.335 0.860
O -8.135 -2.935 0.844
C -7.674 -2.081 -0.250
O -6.462 -2.049 -0.805
P -8.966 -0.787 -0.922
C -7.969 0.328 -2.161
C -9.218 0.389 0.611
S -8.536 -4.631 -1.401
O -9.095 -6.101 -1.558
O -9.512 -3.760 -2.283
F -6.934 -4.708 -2.070
C -2.230 -3.910 0.285
S -2.639 -2.814 -0.973
S -0.925 -5.242 -0.055
C 0.801 -4.516 0.042
C 1.682 -4.668 -1.338
C 1.754 -3.300 -2.252
H -0.600 0.773 1.778
H 0.009 -0.837 0.966
H -1.869 -0.472 1.035
H 0.068 -1.788 3.266
H -0.874 -0.254 3.922
H -2.631 -2.014 4.477
H -3.088 -1.551 2.682
H -2.387 -4.338 3.623
H -0.922 -3.851 2.506
H -4.385 -4.855 2.919
H -3.448 -5.984 1.597
H -4.888 -4.508 -0.318
H -5.620 -3.555 1.158
H -6.442 -6.401 -0.171
H -5.948 -6.612 1.635
H -7.710 -4.928 2.479
H -8.481 -6.347 1.504
H -10.437 -5.488 1.066
H -10.897 -4.045 -0.059
H -10.448 -3.731 1.835
H -8.478 1.399 -2.285
H -7.839 -0.185 -3.208
H -6.891 0.558 -1.706
H -8.157 0.501 1.143
H -9.551 1.456 0.253
H -9.983 -0.063 1.374
H 0.806 -3.391 0.363
H 1.391 -5.103 0.893
H 1.350 -5.568 -2.022
H 2.797 -4.909 -0.990
H 2.240 -2.411 -1.652
H 0.675 -2.971 -2.606
H 2.454 -3.506 -3.182
C 1.519 0.026 -3.319
O 2.917 -0.202 -3.233
C 3.523 -0.624 -4.459
C 3.890 0.534 -5.416
C 2.690 1.103 -6.169
N 4.569 1.627 -4.704
H 1.028 -0.669 -4.006
H 1.326 1.059 -3.615
H 1.092 -0.114 -2.322
H 4.454 -1.126 -4.168
H 2.908 -1.381 -4.958
H 4.580 0.134 -6.167
H 2.049 1.722 -5.535
H 3.026 1.738 -6.997
H 2.078 0.301 -6.595
H 5.418 1.258 -4.274
H 3.983 1.877 -3.902
C -2.889 2.675 2.680
O -2.221 2.068 3.775
C -1.325 2.936 4.476
C -2.008 3.827 5.539
C -2.751 5.022 4.945
N -2.940 3.053 6.373
H -2.259 3.406 2.164
H -3.816 3.141 3.019
H -3.157 1.889 1.968
H -0.622 2.274 4.995
H -0.728 3.530 3.774
H -1.221 4.228 6.187
H -3.689 4.738 4.461
H -3.003 5.742 5.731
H -2.129 5.541 4.207
H -2.420 2.307 6.836
H -3.568 2.550 5.739
C 10.043 4.446 -3.990
O 9.879 3.217 -4.683
C 10.163 2.055 -3.898
C 8.985 1.580 -3.017
C 8.791 2.421 -1.757
N 7.723 1.556 -3.772
H 10.870 4.410 -3.275
H 9.114 4.719 -3.488
H 10.259 5.224 -4.728
H 10.382 1.260 -4.622
H 11.077 2.195 -3.309
H 9.209 0.558 -2.690
H 8.348 3.399 -1.965
H 8.119 1.910 -1.058
H 9.745 2.580 -1.243
H 7.831 0.923 -4.566
H 7.613 2.474 -4.210
C 5.211 3.611 -0.041
O 5.879 3.004 1.054
C 6.775 3.872 1.755
C 6.092 4.763 2.818
C 5.349 5.958 2.224
N 5.160 3.989 3.652
H 5.841 4.342 -0.557
H 4.284 4.077 0.298
H 4.943 2.825 -0.753
H 7.478 3.210 2.274
H 7.372 4.466 1.053
H 6.879 5.164 3.466
H 4.411 5.674 1.740
H 5.097 6.678 3.010
H 5.971 6.477 1.486
H 5.680 3.243 4.115
H 4.532 3.486 3.018
```

The calculation puts the LUMO energy at -1.05 eV. The calculation puts the gap between HOMO and LUMO at 7.2 eV. The value obtained for the HOMO energy is -8.27 eV. The total charge is 0. The SMILES is CCCCN(CCCC[C@@](C)(OC(=O)P(C)C)S(=O)(=O)F)C(=S)SCCC.COC[C@@H](C)N.COC[C@@H](C)N.COC[C@@H](C)N.COC[C@@H](C)N.



2.
Entry from OMol25: a cluster of 7 separate species, C33H77N2O6 in total (the ωB97M-V functional and the def2-TZVPD basis).

The geometry in XYZ format:
```
118
C33H77N2O6 | OMol25 | the ωB97M-V functional and the def2-TZVPD basis
C 5.109 -0.600 1.990
C 4.960 0.919 2.249
C 3.824 1.522 1.421
C 2.504 1.700 2.189
C 2.243 0.591 3.201
C 0.771 0.388 3.593
C -0.162 0.268 2.446
C -0.888 1.287 1.906
N -1.592 0.756 0.831
C -1.314 -0.530 0.739
N -0.447 -0.865 1.693
H 4.365 -0.944 1.277
H 4.963 -1.162 2.908
H 6.076 -0.840 1.565
H 5.888 1.380 1.930
H 4.835 1.101 3.309
H 4.091 2.483 0.990
H 3.576 0.884 0.582
H 1.711 1.766 1.443
H 2.493 2.653 2.715
H 2.759 0.861 4.117
H 2.648 -0.372 2.899
H 0.719 -0.554 4.139
H 0.419 1.154 4.271
H -0.912 2.300 2.246
H -2.198 1.294 0.228
H -1.738 -1.169 -0.014
H -0.046 -1.777 1.839
C 4.972 4.448 7.161
C 3.862 3.893 6.286
O 3.727 2.483 6.352
C 3.423 1.948 7.630
C 2.107 2.439 8.207
H 5.917 3.953 6.939
H 5.086 5.518 6.985
H 4.763 4.308 8.222
H 4.082 4.112 5.240
H 2.908 4.381 6.517
H 4.245 2.136 8.329
H 3.376 0.868 7.486
H 2.132 3.507 8.431
H 1.885 1.913 9.135
H 1.291 2.267 7.502
C 2.692 -3.598 1.907
C 2.152 -4.092 0.572
O 2.871 -5.168 0.024
C 2.911 -6.356 0.800
C 1.545 -6.966 1.065
H 3.752 -3.357 1.826
H 2.156 -2.697 2.222
H 2.580 -4.344 2.695
H 2.226 -3.290 -0.165
H 1.085 -4.345 0.659
H 3.447 -6.182 1.739
H 3.514 -7.053 0.220
H 0.928 -6.329 1.701
H 1.656 -7.925 1.569
H 1.008 -7.122 0.128
C -3.986 6.318 0.107
C -3.726 4.845 0.361
O -3.496 4.090 -0.819
C -2.375 4.455 -1.602
C -1.073 4.247 -0.855
H -4.800 6.443 -0.606
H -4.255 6.816 1.038
H -3.107 6.824 -0.297
H -4.607 4.396 0.822
H -2.897 4.716 1.069
H -2.466 5.472 -1.994
H -2.399 3.785 -2.463
H -0.961 4.928 -0.010
H -0.214 4.386 -1.510
H -1.071 3.226 -0.463
C 1.948 -0.404 -1.451
C 1.613 0.605 -2.537
O 1.958 0.185 -3.834
C 1.325 -1.006 -4.278
C -0.192 -0.921 -4.301
H 2.999 -0.690 -1.496
H 1.738 0.017 -0.463
H 1.360 -1.321 -1.554
H 2.174 1.524 -2.364
H 0.548 0.874 -2.492
H 1.654 -1.861 -3.677
H 1.699 -1.172 -5.287
H -0.608 -0.821 -3.295
H -0.619 -1.821 -4.745
H -0.521 -0.059 -4.882
C -1.354 -4.037 -7.668
C -2.628 -3.917 -6.849
O -3.004 -2.582 -6.561
C -3.272 -1.759 -7.683
C -4.415 -2.254 -8.553
H -0.537 -3.494 -7.189
H -1.068 -5.084 -7.765
H -1.477 -3.633 -8.674
H -2.479 -4.390 -5.877
H -3.450 -4.452 -7.336
H -2.365 -1.618 -8.281
H -3.530 -0.784 -7.268
H -4.174 -3.198 -9.044
H -4.636 -1.525 -9.332
H -5.312 -2.411 -7.953
C -5.282 1.364 -0.779
C -5.246 0.103 0.069
O -5.958 -0.988 -0.467
C -5.527 -1.443 -1.738
C -4.084 -1.920 -1.768
H -6.310 1.656 -0.992
H -4.784 2.179 -0.261
H -4.773 1.226 -1.735
H -5.705 0.301 1.038
H -4.203 -0.192 0.271
H -5.691 -0.672 -2.498
H -6.187 -2.273 -1.986
H -3.382 -1.099 -1.594
H -3.849 -2.351 -2.741
H -3.916 -2.677 -0.998
```

The calculation puts the LUMO energy at -2.54 eV. The relative energy (zero: lowest compared OMol25 entry of this formula, charge and spin) is 0.0000 eV. The calculation puts the gap between HOMO and LUMO at 8.8 eV. The value obtained for the HOMO energy is -11.31 eV. The total charge is +1.



Among the records above, which one has the highest gap between HOMO and LUMO? C33H77N2O6



Which formula does entry 2 have? C33H77N2O6



What is the formula in the first record? C33H77FN5O8PS3



Among the records above, which one has the lowest total charge? C33H77FN5O8PS3